{
  "formula": "C35H45BBeCs2F6GaN3O11",
  "method": "ωB97M-V/def2-TZVPD",
  "orbital_gap_ev": 1.749,
  "e_above_lowest_kj_mol": 658.5,
  "homo_energy_ev": -7.62,
  "symbols": ["C", "C", "C", "C", "C", "C", "C", "C", "Ga", "C", "C", "C", "C", "C", "C", "C", "C", "C", "C", "H", "H", "H", "H", "H", "H", "H", "H", "H", "H", "H", "H", "H", "H", "H", "H", "H", "H", "H", "H", "H", "H", "H", "H", "Be", "F", "C", "C", "C", "C", "C", "C", "H", "H", "H", "H", "H", "C", "O", "O", "O", "Cs", "C", "O", "N", "N", "H", "H", "H", "H", "Cs", "C", "C", "O", "C", "O", "C", "F", "F", "F", "H", "H", "H", "H", "H", "C", "O", "H", "H", "H", "H", "C", "C", "N", "H", "H", "H", "B", "O", "C", "O", "C", "O", "O", "F", "F"],
  "coordinates": [[-2.47965, 3.27026, 4.57156], [-2.07071, 3.95170, 3.11941], [-2.75481, 5.17199, 2.78136], [-2.41074, 5.83482, 1.44576], [-1.40376, 5.19351, 0.50381], [-0.67725, 3.93237, 0.81870], [-0.96480, 3.25960, 2.16867], [-0.27052, 1.90651, 2.75388], [0.99036, 0.91512, 1.44916], [0.00705, -0.03378, -0.13218], [-1.51966, 0.45479, -0.37491], [-1.58062, 1.04020, -1.90027], [-2.49587, -0.87353, -0.20404], [2.53547, 2.03669, 0.72770], [2.73584, 3.48099, 0.90151], [3.91304, 4.11256, 0.26978], [4.90267, 3.35103, -0.50059], [4.74026, 1.89972, -0.64503], [3.56725, 1.29000, -0.04447], [-1.58819, 2.90645, 5.14359], [-3.11210, 3.96305, 5.19387], [-3.17720, 2.32952, 4.38120], [-3.50646, 5.64447, 3.46090], [-2.92545, 6.79240, 1.20782], [-1.24621, 5.74412, -0.45853], [0.07138, 3.50035, 0.11658], [0.28098, 2.13005, 3.70464], [-1.13537, 1.16979, 3.02217], [1.67337, -0.27905, 2.30722], [0.63983, 0.17593, -1.04214], [0.07628, -1.15253, 0.00814], [-1.80732, 1.27917, 0.38941], [-1.20745, 2.09255, -1.91647], [-2.66636, 0.98512, -2.19927], [-0.93258, 0.37895, -2.52199], [-3.59573, -0.45676, -0.18796], [-2.31558, -1.51272, -1.11101], [-2.21495, -1.45031, 0.77404], [2.01435, 4.08134, 1.49698], [4.09791, 5.21414, 0.35096], [5.79100, 3.80883, -0.99554], [5.45006, 1.23225, -1.18634], [3.45160, 0.18345, -0.16389], [-3.68142, 1.46587, 5.57518], [-3.96349, -4.74738, 4.29818], [-3.25058, -5.13334, 3.22567], [-2.59616, -6.35270, 3.24743], [-1.86249, -6.75146, 2.13565], [-1.78344, -5.92246, 1.02283], [-2.44053, -4.69892, 1.01582], [-3.18353, -4.30321, 2.12069], [-2.66259, -6.98158, 4.12750], [-1.35253, -7.70720, 2.13780], [-1.21080, -6.23077, 0.16495], [-2.37390, -4.05264, 0.14846], [-3.71003, -3.35605, 2.12939], [-3.52160, -1.93766, 6.42779], [-3.28520, -3.08123, 6.86389], [-2.73139, -1.26332, 5.71733], [-4.61095, -1.27233, 6.63493], [-1.18881, -3.73633, 6.13778], [7.20543, 7.80115, -0.75419], [8.38953, 8.07907, -0.71287], [6.72744, 6.56553, -0.44855], [6.24951, 8.71218, -1.11311], [5.75557, 6.31914, -0.47736], [7.39959, 5.86755, -0.18020], [6.56449, 9.63754, -1.34756], [5.26819, 8.50563, -1.15538], [-2.66202, 0.97682, 1.84411], [-4.07078, -5.99757, -5.42708], [-4.35977, -6.72592, -4.13002], [-3.14831, -7.26146, -3.56596], [-2.40837, -6.41128, -2.85206], [-2.68130, -5.25982, -2.66072], [-1.18676, -7.12782, -2.27537], [-0.58068, -7.91892, -3.17376], [-1.51566, -7.91916, -1.22918], [-0.25111, -6.27850, -1.82971], [-3.53835, -6.65086, -6.12258], [-4.99517, -5.66243, -5.89407], [-3.43433, -5.12785, -5.25567], [-5.01525, -7.57586, -4.32248], [-4.87079, -6.08342, -3.41225], [4.97437, 11.90532, 1.09383], [4.44877, 10.58475, 1.11949], [4.30456, 12.55750, 1.65191], [5.96306, 11.92163, 1.55920], [5.04388, 12.25927, 0.06156], [5.05615, 10.02602, 0.62084], [-8.21962, -7.58370, -5.99779], [-7.65477, -6.44497, -5.23643], [-7.21754, -5.56302, -4.64739], [-7.61711, -8.47616, -5.83046], [-9.24084, -7.77670, -5.67091], [-8.22401, -7.35109, -7.06223], [6.38587, -1.09356, -1.78725], [6.65310, -1.93388, -0.60042], [7.25105, -3.04393, -1.01735], [7.60444, -3.94193, -0.29849], [7.40703, -2.98916, -2.50007], [7.90885, -3.83506, -3.19279], [6.89999, -1.84690, -2.95018], [7.06434, 0.14795, -1.67023], [4.98976, -0.87262, -1.92487]],
  "lowdin_charge": [-0.099, -0.200, -0.050, -0.022, -0.024, -0.017, -0.257, -0.392, 0.419, -0.232, -0.647, -0.061, -0.232, -0.239, -0.138, -0.106, -0.079, -0.042, -0.091, 0.094, 0.089, -0.069, 0.108, 0.094, 0.107, 0.099, 0.068, -0.168, -0.028, 0.060, 0.058, -0.220, 0.073, 0.075, 0.084, 0.058, 0.097, 0.055, 0.068, 0.063, 0.084, 0.080, 0.094, 0.941, 0.042, -0.315, -0.023, -0.054, -0.067, -0.055, -0.014, 0.120, 0.115, 0.076, 0.100, 0.113, -1.034, -0.412, -0.194, 0.079, 1.317, -0.688, 0.033, 0.165, 0.139, 0.063, 0.111, 0.104, 0.094, 1.633, -0.064, -0.217, 0.033, -0.382, 0.161, -0.523, 0.170, 0.143, 0.159, 0.085, 0.054, 0.081, 0.114, 0.110, -0.163, -0.136, 0.076, 0.078, 0.073, 0.033, -0.054, -0.256, 0.150, 0.079, 0.082, 0.083, -1.030, 0.214, -0.416, 0.130, -0.416, 0.132, 0.217, 0.098, 0.103]
}

=====

{
  "formula": "C4H4NO3S",
  "method": "ωB97M-V/def2-TZVPD",
  "orbital_gap_ev": 6.099,
  "e_above_lowest_kj_mol": 487.3,
  "charge": -1,
  "homo_energy_ev": -2.87,
  "symbols": ["C", "C", "C", "C", "N", "O", "O", "O", "S", "H", "H", "H", "H"],
  "coordinates": [[-1.10985, 0.44206, -0.23061], [-1.33829, -0.49121, 0.96529], [0.22686, 0.46464, -0.65499], [-1.78100, -1.59290, 0.46126], [1.03022, 0.04598, 0.29466], [-0.86040, -0.31480, 2.24865], [0.56985, 1.05032, -1.87695], [-2.35965, -2.28052, -0.35893], [2.64895, 0.52742, 0.28112], [-1.90082, 0.65614, -0.87687], [-0.07030, 0.13595, 2.13028], [1.56520, 1.33470, -1.73341], [3.37923, 0.02223, -0.64953]],
  "lowdin_charge": [-0.046, -0.376, -0.563, -0.151, -0.413, 0.005, -0.035, 0.021, 0.643, 0.060, 0.020, 0.081, -0.246]
}

=====

{
  "formula": "C4H5NO2",
  "method": "ωB97M-V/def2-TZVPD",
  "orbital_gap_ev": 10.649,
  "e_above_lowest_kj_mol": 288.6,
  "smiles": "N1[C@@H]2O[C@@H]3[C@H]1[C@@H]3O2",
  "homo_energy_ev": -9.67,
  "symbols": ["N", "C", "O", "C", "C", "C", "O", "H", "H", "H", "H", "H"],
  "coordinates": [[1.04732, 0.33930, 0.89204], [0.85671, -0.93937, 0.18526], [0.66837, -0.57243, -1.17379], [-0.40954, 0.31263, -0.97079], [-0.19747, 0.91336, 0.40316], [-1.16183, -0.26736, 0.18063], [-0.43333, -1.38641, 0.59515], [1.46022, 1.06077, 0.26136], [1.58660, -1.73788, 0.30857], [-0.78915, 0.81268, -1.84038], [-0.49110, 1.84594, 0.85495], [-2.19480, -0.17436, 0.47571]],
  "lowdin_charge": [0.092, -0.328, 0.008, -0.179, -0.202, -0.169, 0.017, 0.139, 0.172, 0.149, 0.145, 0.154]
}

=====

{
  "formula": "C23H35CrN9O",
  "method": "ωB97M-V/def2-TZVPD",
  "orbital_gap_ev": [7.199, 7.447],
  "s_squared": 3.79,
  "charge": 3,
  "multiplicity": 4,
  "homo_energy_ev": [-16.86, -17.41],
  "symbols": ["Cr", "C", "C", "N", "C", "C", "N", "C", "C", "N", "C", "C", "N", "C", "C", "C", "C", "C", "C", "C", "N", "H", "H", "H", "H", "H", "H", "H", "H", "H", "H", "H", "H", "H", "H", "H", "H", "H", "H", "H", "H", "H", "H", "H", "C", "N", "C", "C", "C", "N", "C", "O", "N", "H", "H", "H", "H", "H", "H", "H", "C", "C", "C", "N", "H", "H", "H", "H", "H"],
  "coordinates": [[-0.77130, 7.72539, 13.88455], [-1.72977, 9.43147, 17.81498], [-1.72676, 9.02406, 16.36105], [-0.67831, 8.86915, 15.62583], [0.33818, 9.89931, 15.45297], [0.03376, 10.75905, 14.18990], [-0.08873, 9.82781, 13.00993], [1.23929, 9.51375, 12.42920], [1.82277, 8.12534, 12.62297], [0.88798, 7.04111, 12.47862], [0.36402, 6.73230, 11.21023], [-1.15454, 6.36263, 11.14228], [-1.89808, 7.09720, 12.19564], [-3.20421, 7.14551, 12.30035], [-4.19683, 6.86085, 11.19187], [-3.66973, 7.77854, 13.59560], [-5.01501, 8.02448, 13.95078], [-5.33397, 8.50940, 15.21585], [-4.23961, 8.80906, 16.09957], [-2.92434, 8.54844, 15.71043], [-2.64641, 8.01101, 14.43392], [-2.23903, 10.39892, 17.85975], [-0.69957, 9.64971, 18.16726], [-2.26932, 8.69398, 18.47172], [1.23923, 9.35598, 15.26479], [0.38738, 10.59852, 16.35747], [0.84045, 11.46364, 14.03459], [-0.89571, 11.30971, 14.26367], [-0.64578, 10.32406, 12.35145], [1.97664, 10.26750, 12.75958], [1.11407, 9.73499, 11.37835], [2.29380, 8.07786, 13.60251], [2.64825, 7.98555, 11.86643], [1.00845, 6.28139, 13.13043], [0.84567, 5.82596, 10.72448], [0.60778, 7.55364, 10.50264], [-1.26305, 5.24763, 11.22883], [-1.64652, 6.63628, 10.18096], [-4.85176, 7.76216, 11.10539], [-4.72206, 5.90771, 11.43150], [-3.53413, 6.64992, 10.32150], [-5.75121, 7.77631, 13.15669], [-6.34517, 8.52517, 15.52528], [-4.56072, 9.20169, 17.02014], [-4.62850, 3.68991, 14.51190], [-3.36602, 3.15064, 13.93453], [-3.53950, 1.93981, 13.26413], [-2.44556, 1.36890, 12.67788], [-1.17346, 1.91667, 13.00543], [-1.06266, 2.93145, 13.86714], [-2.11702, 3.57354, 14.31028], [-2.14422, 4.63908, 15.00250], [-0.08246, 1.27876, 12.55584], [-5.53058, 3.07457, 14.28265], [-4.79292, 4.70157, 14.15528], [-4.52829, 3.77479, 15.56949], [-4.56868, 1.74320, 12.95881], [-2.51537, 0.36947, 12.28482], [-0.27965, 0.50685, 11.89401], [0.88691, 1.53647, 12.68468], [0.28943, 3.07171, 16.48524], [-0.27406, 4.50268, 16.70075], [-0.87532, 5.21027, 15.47658], [-0.33386, 6.12500, 14.77832], [1.11526, 2.93085, 17.24130], [0.71716, 2.86649, 15.54586], [-0.64875, 2.42400, 16.68940], [0.50804, 5.24388, 16.98020], [-0.98404, 4.57836, 17.54307]],
  "lowdin_charge": [0.866, 0.032, -0.239, -0.016, -0.130, -0.120, -0.067, -0.171, -0.179, -0.132, -0.177, -0.122, 0.009, -0.212, 0.030, -0.165, 0.040, 0.054, 0.083, -0.129, 0.050, 0.108, 0.106, 0.132, 0.107, 0.162, 0.129, 0.130, 0.118, 0.143, 0.126, 0.128, 0.163, 0.104, 0.154, 0.143, 0.141, 0.128, 0.122, 0.116, 0.087, 0.139, 0.125, 0.121, 0.029, -0.005, 0.031, 0.040, -0.322, 0.220, -0.377, 0.100, 0.211, 0.124, 0.078, 0.094, 0.150, 0.132, 0.149, 0.137, -0.074, -0.159, -0.312, 0.019, 0.108, 0.031, 0.112, 0.122, 0.127]
}